(1)
DFT (the ωB97M-V functional and the def2-TZVPD basis) results for the ion C3H4N3 with charge +1 at a distorted geometry.

## Properties
**SMILES**: C=C1N=NC=[NH+]1
**Energy above the lowest of the compared OMol25 structures with the same formula, charge and spin**: 18.4 kJ/mol
**Total charge**: +1
**HOMO**: -15.623 eV
**Calculated total energy**: -280.62206 hartree
**Gap between HOMO and LUMO**: 0.2893 hartree
**F_max**: 5.39 eV/Å

Geometry as XYZ:
```
10
Properties=species:S:1:pos:R:3:forces:R:3
C 0.42841 1.43588 -0.84658 0.91 -1.16 0.20
C -0.28903 -0.30441 0.19884 -0.32 -4.60 2.79
C -0.47167 -1.56354 0.95696 1.06 4.40 -2.92
N -0.81153 1.67599 -0.39106 -0.68 1.73 -0.47
N -1.24207 0.65556 0.21560 -1.10 -0.80 0.72
N 0.80225 0.20875 -0.48432 0.16 0.45 -0.35
H 1.00720 2.15327 -1.39971 0.22 -0.03 -0.13
H 0.33804 -2.27402 1.04237 -0.03 -0.13 0.01
H -1.43632 -1.72690 1.40840 -0.15 0.04 0.11
H 1.67473 -0.26058 -0.70049 -0.07 0.10 0.03
```
Positions in Å, forces in eV/Å.

(2)
DFT (the ωB97M-V functional and the def2-TZVPD basis) results for the ion C4H8NO2 with charge -1 at a distorted geometry.

## Properties
**SMILES**: CCCNC(=O)[O-]
**Energy above the lowest of the compared OMol25 structures with the same formula, charge and spin**: 35.3 kJ/mol
**Total charge**: -1
**HOMO**: -3.817 eV
**Calculated total energy**: -362.51077 hartree
**Gap between HOMO and LUMO**: 0.2776 hartree
**F_max**: 2.36 eV/Å

Geometry as XYZ:
```
15
Properties=species:S:1:pos:R:3:forces:R:3
C -0.44720 -0.67623 0.05229 1.20 0.34 0.54
N -0.99271 0.49293 -0.56702 -0.15 0.30 0.20
C -2.34356 0.53997 -1.03593 0.05 -0.60 -0.54
O -2.60853 1.48763 -1.80635 0.01 0.26 0.13
O -3.05847 -0.42002 -0.67347 -0.17 0.07 0.28
C 1.12585 -0.58307 0.05085 -2.32 0.32 -0.23
C 1.72796 0.36894 1.06851 0.27 0.32 0.39
H -0.73060 -0.73067 1.10793 -0.32 -0.10 0.08
H -0.77312 -1.61815 -0.40405 -0.01 0.15 -0.19
H -0.36945 1.05560 -1.11947 0.04 0.01 -0.06
H 1.31638 -0.20862 -0.95670 0.72 -0.51 -0.13
H 1.43999 -1.61152 0.22430 0.59 0.11 -0.21
H 1.26140 0.32772 2.05843 0.17 -0.67 0.02
H 1.65914 1.44584 0.88522 -0.13 -0.18 -0.76
H 2.79291 0.12967 1.11546 0.07 0.17 0.46
```
Positions in Å, forces in eV/Å.

- Which of these has the lowest HOMO?
  C3H4N3

- The lowest calculated total energy belongs to which entry?
  C4H8NO2